This record from the OMol25 dataset describes a molecular structure, C32H36AsFeN10O3S at a distorted geometry. The level of theory is wB97M-V/def2-TZVPD.

Geometry as XYZ:
```
84
Properties=species:S:1:pos:R:3
Fe -0.627 -0.662 1.032
O -4.627 -1.662 1.772
C -3.614 -1.016 1.527
N -2.406 -1.212 2.061
C -2.306 -2.301 2.997
C -1.073 -2.170 3.833
C -0.916 -2.929 4.994
C 0.198 -2.735 5.785
C 1.128 -1.779 5.392
C 0.913 -1.103 4.205
N -0.149 -1.297 3.429
C -3.655 0.174 0.607
C -4.884 0.681 0.195
C -4.905 1.823 -0.584
C -3.693 2.409 -0.925
C -2.517 1.811 -0.503
N -2.493 0.718 0.249
H -3.202 -2.342 3.634
H -2.280 -3.265 2.466
H -1.673 -3.646 5.267
H 0.338 -3.298 6.696
H 1.993 -1.569 6.000
H 1.616 -0.348 3.868
H -5.782 0.166 0.501
H -5.842 2.253 -0.909
H -3.655 3.309 -1.514
H -1.556 2.239 -0.765
N 2.844 -0.720 1.207
N 3.225 -2.063 1.287
C 2.328 -3.044 1.081
N 2.726 -4.315 1.091
N 1.078 -2.647 0.863
N 0.111 -3.476 0.497
O -0.953 -2.914 0.247
O 0.271 -4.683 0.404
H 3.579 -0.166 0.780
H 2.601 -0.332 2.114
H 4.167 -2.317 1.568
H 3.690 -4.579 1.198
H 2.022 -5.017 0.858
S 1.501 5.929 1.145
C 1.107 4.185 1.158
C 1.356 3.389 0.047
C 1.040 2.044 0.122
N 0.466 1.482 1.183
C 0.212 2.255 2.234
C 0.538 3.601 2.281
C 0.072 6.396 0.147
C 0.132 6.411 -1.235
C -1.026 6.755 -1.923
N -2.160 7.067 -1.325
C -2.199 7.062 -0.006
C -1.109 6.728 0.788
H 1.805 3.809 -0.838
H 1.261 1.377 -0.702
H -0.281 1.767 3.064
H 0.361 4.188 3.168
H 1.043 6.173 -1.761
H -1.040 6.781 -3.004
H -3.143 7.336 0.443
H -1.175 6.728 1.864
C -0.523 0.117 -3.669
As -0.416 -0.959 -2.002
C -1.128 -2.585 -2.855
C 1.594 -1.214 -2.041
C 2.160 -2.091 -3.097
C 2.730 -1.530 -4.236
C 3.325 -2.326 -5.197
C 3.352 -3.701 -5.041
C 2.772 -4.273 -3.920
C 2.181 -3.476 -2.956
H 0.001 -0.406 -4.472
H -0.091 1.110 -3.549
H -1.570 0.229 -3.953
H -0.435 -2.984 -3.596
H -2.053 -2.309 -3.364
H -1.369 -3.351 -2.123
H 1.874 -1.569 -1.050
H 1.998 -0.202 -2.157
H 2.719 -0.454 -4.353
H 3.767 -1.864 -6.066
H 3.832 -4.322 -5.782
H 2.775 -5.345 -3.795
H 1.729 -3.934 -2.084
```

**HOMO energy (alpha / beta)**: -10.489 / -10.532 eV
**Strongest force on any atom**: 1.78 eV/A
**Gap between HOMO and LUMO (alpha / beta)**: 0.282 / 0.283 Eh
**Energy above the lowest of the compared OMol25 structures with the same formula, charge and spin**: 1.258 eV
**Net charge**: +1
**E_LUMO (alpha / beta)**: -2.82 / -2.84 eV
**Energy**: -160865.3633 eV
**2S+1**: 5
**Molar mass**: 771.541 g/mol